13
Properties=species:S:1:pos:R:3:mulliken_charge:R:1 method="wB97M-V/def2-TZVPD" energy_ev=-28287.75389 orbital_gap_ha=0.37954 de_lowest_kcal_mol=5.4 lumo_energy_ev=0.37 e_homo_ha=-0.366
C 0.214 0.832 -0.042 0.65
C 0.528 0.098 -2.289 -0.68
C -0.806 -0.839 1.639 0.75
O -0.186 1.915 -0.215 -0.45
O 0.758 1.002 2.745 -0.54
O 0.523 -0.140 -0.821 -0.25
F -0.849 -1.911 0.834 -0.21
F -1.758 0.044 1.338 -0.22
F -1.188 -1.367 2.879 -0.25
S 0.839 -0.013 1.692 0.34
H -0.432 0.243 -2.724 0.31
H 1.167 -0.819 -2.594 0.24
H 1.192 0.954 -2.443 0.32

***

14
Properties=species:S:1:pos:R:3:mulliken_charge:R:1 method="wB97M-V/def2-TZVPD" energy_ev=-31005.08870 orbital_gap_ha="0.29438 / 0.19842" charge=-1 de_lowest_kcal_mol=64.2 lumo_energy_ev="2.49 / 1.35" e_homo_ha="-0.203 / -0.149"
C 0.665 0.816 -0.966 -1.00
C 0.042 0.684 0.394 0.50
C 0.575 -2.580 0.167 0.11
O -2.407 1.273 -0.543 -0.62
O -2.159 1.205 1.913 -0.62
O -0.840 2.823 0.643 -0.63
F 0.809 0.703 1.477 -0.19
F 1.943 -2.473 -0.130 -0.23
F 0.627 -3.585 1.119 -0.24
F 0.032 -3.174 -0.990 -0.25
S -1.579 1.535 0.645 1.12
H 1.754 0.856 -0.974 0.31
H 0.243 1.791 -1.065 0.47
H 0.296 0.127 -1.690 0.25

***

9
Properties=species:S:1:pos:R:3:mulliken_charge:R:1 method="wB97M-V/def2-TZVPD" energy_ev=-8849.84917 orbital_gap_ha="0.33693 / 0.27477" de_lowest_kcal_mol=166.7 lumo_energy_ev="-0.64 / -2.15" e_homo_ha="-0.360 / -0.354"
C -1.062 0.325 -1.073 0.26
C 0.250 0.642 -1.070 0.40
C -0.127 -0.898 1.315 -0.94
N -2.212 0.291 -0.988 -0.36
N 1.154 1.269 -1.596 -0.22
F 2.460 1.187 -1.133 -0.11
H -0.402 -1.922 1.365 0.28
H -0.923 -0.207 1.313 0.42
H 0.863 -0.686 1.867 0.27

***

11
Properties=species:S:1:pos:R:3:mulliken_charge:R:1 method="wB97M-V/def2-TZVPD" energy_ev=-21736.01116 orbital_gap_ha=0.29550 smiles=Oc1nc(S)[nH]c1F de_lowest_kcal_mol=85.9 lumo_energy_ev=-0.28 e_homo_ha=-0.306
C 0.846 0.127 -0.284 0.16
C -1.316 0.381 -0.317 0.55
C -1.022 -0.420 0.739 0.19
H 3.131 -0.111 0.834 0.14
H -3.396 0.480 -0.381 0.38
H 0.697 -0.719 1.716 0.34
N -0.208 0.645 -1.082 -0.52
N 0.213 -0.741 0.627 -0.17
O -2.461 1.052 -0.686 -0.57
F -1.539 -0.851 1.952 -0.29
S 2.627 -0.017 -0.743 -0.21

***

10
Properties=species:S:1:pos:R:3:mulliken_charge:R:1 method="wB97M-V/def2-TZVPD" energy_ev=-20806.20409 orbital_gap_ha=0.33159 smiles="O=C(CF)C(O)=S" de_lowest_kcal_mol=3.1 lumo_energy_ev=-0.38 e_homo_ha=-0.346
C 1.166 -0.006 0.220 0.33
C -0.047 0.827 -0.040 0.36
C -1.326 -0.005 -0.434 -0.19
H 1.713 -1.354 1.416 0.36
H -1.872 0.560 -1.240 0.27
H -2.054 -0.107 0.409 0.23
O 0.965 -0.752 1.284 -0.40
O -0.038 2.024 0.062 -0.48
F -0.944 -1.226 -0.852 -0.26
S 2.438 0.037 -0.825 -0.22

***

11
Properties=species:S:1:pos:R:3:mulliken_charge:R:1 method="wB97M-V/def2-TZVPD" energy_ev=-12670.22373 orbital_gap_ha=0.41469 charge=+1 de_lowest_kcal_mol=0.0 lumo_energy_ev=-3.80 e_homo_ha=-0.554
Rb -2.836 -2.118 3.271 1.00
C 0.765 1.089 -0.416 -0.38
C 0.128 -0.003 -1.261 0.27
O -0.689 -0.660 -0.313 -0.29
C -0.141 -0.473 0.910 0.61
O -0.437 -1.100 1.884 -0.55
O 0.778 0.492 0.883 -0.28
F 1.050 -0.904 -1.703 -0.26
H 0.100 1.958 -0.419 0.29
H 1.754 1.401 -0.731 0.32
H -0.471 0.319 -2.105 0.29